15
Properties=species:S:1:pos:R:3:forces:R:3:nbo_charge:R:1 method="wB97M-V/def2-TZVPD" de_lowest_kj_mol=423.65 energy_ev=-18656.3581
C 0.8784 1.0553 -0.1462 -0.15 -0.75 -1.09 -0.156
C -1.0116 -1.4394 1.2735 -1.67 2.90 -3.15 0.148
C 0.4286 -0.1820 -0.3918 -1.51 0.36 0.67 -0.082
C -0.0584 2.1959 -0.4559 -0.93 -1.20 1.29 -0.521
C 0.9372 -1.4435 0.1624 3.21 -0.26 0.51 -0.265
C -0.9784 -0.2310 -0.5925 -2.29 -1.91 2.83 -0.479
N 0.0837 -1.9547 1.2808 1.97 0.07 0.72 -0.410
S -1.7579 1.3058 -0.4635 0.69 1.61 -0.02 0.210
H 1.9303 1.1038 -0.0996 1.21 0.88 0.85 0.213
H -1.9339 -1.3275 1.8259 0.15 -0.71 0.45 0.202
H -0.0660 3.0379 0.3005 0.16 -0.86 -1.35 0.245
H 0.1064 2.3716 -1.4963 0.10 1.38 -0.52 0.234
H 0.9601 -2.2925 -0.4694 0.07 -0.62 -1.27 0.214
H 2.0422 -1.2230 0.3885 -1.53 -0.83 0.57 0.208
H -1.5607 -0.9765 -1.1163 0.52 -0.07 -0.51 0.240